Computed, not measured: 6 unconnected molecules or ions with the total composition C45H48ClN6O14P, with ωB97M-V/def2-TZVPD.

Computed properties:
HOMO energy in eV: -8.6279
Orbital gap in eV: 7.82
Structure (SMILES): CCCCO[C@](C[C@H](C)Cl)(OC(=O)P(C)O)c1cccnc1.O=[N+]([O-])c1ccccc1.O=[N+]([O-])c1ccccc1.O=[N+]([O-])c1ccccc1.O=[N+]([O-])c1ccccc1.O=[N+]([O-])c1ccccc1
DFT total energy in Eh: -3926.54621
Molecular weight in Da: 963.33
Max |F| in eV/A: 2.23

Each line ends with the Löwdin charge.
CARTESIAN COORDINATES (ANGSTROEM)
C  -5.80592  -4.10219  0.16554  -0.098
C  -5.12072  -4.33345  1.53015  -0.242
C  -5.26835  -3.15383  2.51076  -0.161
C  -4.88965  -1.82622  1.81748  -0.197
O  -3.69827  -2.07627  1.09348  -0.043
C  -3.12459  -0.94311  0.48367  -0.412
C  -1.76653  -1.46688  -0.02726  -0.134
C  -0.75949  -1.68801  1.11873  -0.626
C  0.52718  -0.87054  0.85592  -0.116
Cl  -0.25479  -3.44464  1.15000  0.610
O  -2.89313  0.08420  1.47026  0.000
C  -2.61092  1.32547  0.99361  -0.599
O  -1.87864  1.59829  0.07281  0.086
P  -3.46179  2.70515  1.91339  0.946
C  -3.12140  2.53846  3.71035  -0.253
O  -2.59662  4.04917  1.46779  -0.304
C  -4.04889  -0.52133  -0.65733  -0.108
C  -3.87147  -1.08838  -1.91353  0.012
C  -4.76798  -0.69705  -2.86588  -0.061
C  -5.76295  0.21806  -2.64223  -0.142
N  -5.93665  0.76829  -1.44809  0.091
C  -5.09037  0.36261  -0.51998  -0.123
H  -5.07408  -3.83788  -0.60259  0.061
H  -6.29092  -5.01162  -0.20020  0.066
H  -6.57397  -3.32293  0.17056  0.070
H  -5.54087  -5.25127  1.95009  0.099
H  -4.06264  -4.51820  1.33786  0.099
H  -4.59500  -3.32180  3.35377  0.110
H  -6.31905  -3.09987  2.80770  0.115
H  -5.74311  -1.56110  1.18643  0.111
H  -4.78258  -1.08155  2.61126  0.126
H  -1.42162  -0.77022  -0.79348  0.127
H  -1.97272  -2.40853  -0.54477  0.061
H  -1.15227  -1.44616  2.10050  0.097
H  0.28646  0.09470  0.40647  0.069
H  1.18734  -1.44527  0.20982  0.062
H  0.97905  -0.66315  1.82918  0.074
H  -3.85784  3.08473  4.30069  0.034
H  -2.15974  3.01748  3.92938  0.021
H  -3.08001  1.50909  4.07122  0.042
H  -3.19361  4.80233  1.43176  0.046
H  -3.10438  -1.81562  -2.11630  0.098
H  -4.68903  -1.13748  -3.85617  0.109
H  -6.43830  0.47996  -3.44917  0.107
H  -5.23617  0.78617  0.47517  0.100
O  0.14330  3.76838  6.03674  0.067
N  1.31948  3.91648  5.76539  -0.353
O  2.23439  3.69408  6.53371  0.072
C  1.65648  4.39531  4.41935  -0.146
C  0.63931  4.68927  3.53298  -0.007
C  0.95562  5.15728  2.27158  -0.054
C  2.28238  5.32964  1.90321  -0.050
C  3.29842  5.02380  2.80051  -0.092
C  2.98629  4.55368  4.06618  -0.011
H  -0.39900  4.56494  3.80271  0.099
H  0.16436  5.39314  1.57252  0.104
H  2.52731  5.70187  0.91704  0.114
H  4.32580  5.15279  2.51554  0.068
H  3.77782  4.31847  4.76390  0.118
O  6.02792  3.91175  2.02955  0.058
N  6.52378  2.94553  1.48195  -0.338
O  7.27417  3.00245  0.53083  0.087
C  6.17963  1.61768  2.00797  -0.141
C  5.29354  1.52125  3.06627  0.006
C  4.95144  0.26736  3.54564  -0.058
C  5.49880  -0.87044  2.96802  -0.068
C  6.39430  -0.75667  1.91238  -0.066
C  6.73865  0.49407  1.42610  -0.004
H  4.86585  2.40534  3.51624  0.102
H  4.25501  0.17732  4.36831  0.111
H  5.22572  -1.84925  3.34081  0.108
H  6.82132  -1.64425  1.46576  0.108
H  7.43257  0.58115  0.60280  0.119
O  4.51118  7.53586  2.47985  0.067
N  4.66870  7.85359  3.64201  -0.333
O  3.81053  7.78123  4.49790  0.088
C  5.98942  8.36101  4.03788  -0.142
C  6.97867  8.48656  3.07934  0.000
C  8.21629  8.98590  3.45163  -0.065
C  8.45160  9.34845  4.77114  -0.072
C  7.45097  9.20726  5.72355  -0.066
C  6.21023  8.71099  5.35773  -0.003
H  6.79672  8.20421  2.05261  0.121
H  8.99738  9.09496  2.71166  0.108
H  9.41782  9.74314  5.05813  0.107
H  7.63719  9.48741  6.75139  0.108
H  5.43142  8.60402  6.09874  0.120
O  -2.85600  -4.19981  -3.37732  0.076
N  -1.88351  -4.29409  -2.65229  -0.326
O  -1.90260  -4.10638  -1.44916  0.020
C  -0.59944  -4.64925  -3.26284  -0.137
C  -0.53072  -4.83482  -4.63251  0.003
C  0.68747  -5.14819  -5.21031  -0.058
C  1.81907  -5.27530  -4.41254  -0.059
C  1.73266  -5.09492  -3.03720  -0.063
C  0.51624  -4.77894  -2.45413  -0.001
H  -1.40830  -4.73604  -5.25288  0.101
H  0.75728  -5.28910  -6.27358  0.081
H  2.77251  -5.51511  -4.86575  0.108
H  2.61471  -5.19722  -2.41944  0.108
H  0.44909  -4.63496  -1.38437  0.084
O  -0.30974  -6.73601  -9.18149  0.095
N  -1.09752  -6.11040  -8.50592  -0.328
O  -0.78184  -5.27701  -7.67543  0.046
C  -2.52911  -6.37729  -8.69425  -0.142
C  -2.92063  -7.34424  -9.60288  -0.002
C  -4.27076  -7.60975  -9.76178  -0.064
C  -5.21011  -6.90750  -9.01813  -0.067
C  -4.80186  -5.93330  -8.11693  -0.060
C  -3.45335  -5.66417  -7.95096  0.001
H  -2.19095  -7.89127  -10.18182  0.120
H  -4.59128  -8.36711  -10.46401  0.109
H  -6.26408  -7.12102  -9.14061  0.108
H  -5.53501  -5.38575  -7.54071  0.111
H  -3.13802  -4.90772  -7.24710  0.115

Forces on atoms 1 to 3 (eV/Å):
0.08 -0.17 -0.29
-0.28 -0.01 -0.44
0.41 -0.20 -1.03

***

Computed, not measured: 2 unconnected molecules or ions with the total composition CH6S3, with ωB97M-V/def2-TZVPD.

Computed properties:
HOMO energy in eV: -9.2183
Orbital gap in eV: 9.53
Energy above the lowest of the compared OMol25 structures with the same formula, charge and spin in eV: 0.156
Structure (SMILES): CS.SS
DFT total energy in Eh: -1236.23762
Molecular weight in Da: 114.26
Max |F| in eV/A: 0.40

Each line ends with the natural charge from an NBO analysis.
CARTESIAN COORDINATES (ANGSTROEM)
C  -1.46559  -0.55447  0.06903  -0.730
S  -1.08957  -1.03188  -1.64550  -0.051
H  -1.31331  0.51210  0.22756  0.212
H  -2.50694  -0.80980  0.24062  0.227
H  -0.85489  -1.13345  0.76180  0.219
H  0.22528  -1.18739  -1.48601  0.121
S  2.29582  1.14648  -0.52511  -0.127
S  2.06396  1.46040  1.47489  -0.117
H  1.03435  1.34593  -0.94436  0.127
H  1.61089  0.25209  1.82708  0.118

Forces on atoms 1 to 3 (eV/Å):
0.18 -0.09 -0.06
-0.13 0.02 0.03
-0.02 -0.07 0.04

***

Computed, not measured: 6 unconnected molecules or ions with the total composition C18H53NO17P3S5, with ωB97M-V/def2-TZVPD.

Computed properties:
HOMO energy in eV: -11.8882
Orbital gap in eV: 8.42
DFT total energy in Eh: -5066.18463
Molecular weight in Da: 808.87
Max |F| in eV/A: 2.46
Net charge: +1

Each line ends with the Löwdin charge.
CARTESIAN COORDINATES (ANGSTROEM)
C  -2.42781  4.61076  2.15236  -0.129
C  -3.44053  3.89580  3.02897  -0.469
P  -4.05501  2.31796  2.27948  0.766
C  -4.16115  2.43553  0.44787  -0.307
P  -6.16273  2.34139  2.89264  0.770
P  -7.34836  3.79679  1.74118  0.233
N  -8.26217  3.03126  0.77063  -0.147
O  -8.15044  4.67910  2.77304  -0.167
O  -6.35371  4.79157  1.06455  -0.147
H  -1.49296  4.07977  2.09810  0.072
H  -2.20392  5.55064  2.63234  0.083
H  -2.80159  4.85250  1.17237  0.063
H  -4.25419  4.56685  3.26720  0.056
H  -2.97821  3.61286  3.95935  0.067
H  -3.80761  1.49295  0.06974  0.034
H  -3.58432  3.24796  0.04310  0.031
H  -5.16927  2.53393  0.07621  0.018
H  -6.16542  2.74452  4.23210  -0.019
H  -6.74785  1.07858  2.80790  -0.019
H  -8.13559  2.02921  0.83953  -0.018
H  -8.99295  4.89755  2.32053  0.112
H  -6.52317  5.70849  1.35447  0.114
O  -1.25190  4.31887  -2.26842  -0.278
S  -1.94687  3.45633  -3.17508  0.544
O  -2.43707  2.18573  -2.72798  -0.288
O  -1.07178  3.24910  -4.47053  -0.249
C  0.30599  2.84039  -4.26201  -0.227
C  0.44182  1.41059  -3.78583  -0.067
C  -3.26998  4.33793  -3.92935  -0.117
H  0.77981  3.52225  -3.55468  0.117
H  0.78919  2.98089  -5.22539  0.126
H  0.03230  1.30665  -2.78116  0.057
H  1.49351  1.12888  -3.75234  0.083
H  -0.09457  0.71442  -4.42979  0.094
H  -2.89410  5.29006  -4.29180  0.078
H  -4.02974  4.49285  -3.16680  0.070
H  -3.66966  3.73804  -4.74195  0.079
O  2.28590  1.32203  -0.57408  -0.271
S  1.54990  1.86370  0.52464  0.557
O  1.31859  3.26899  0.63615  -0.270
O  2.18440  1.32969  1.87956  -0.290
C  3.60660  1.53243  2.09359  -0.233
C  3.93708  2.95886  2.47971  -0.061
C  0.00784  1.02709  0.65323  -0.110
H  4.15671  1.21986  1.20587  0.118
H  3.87476  0.85620  2.90349  0.113
H  3.74781  3.64798  1.65790  0.073
H  4.98863  3.03377  2.75259  0.088
H  3.32847  3.27848  3.32565  0.082
H  0.18160  -0.04475  0.60989  0.063
H  -0.60825  1.34398  -0.18771  0.069
H  -0.45915  1.31193  1.59348  0.061
O  -0.39253  -1.70091  -1.40024  -0.290
S  0.66779  -2.34691  -2.11836  0.560
O  0.56124  -2.55561  -3.52856  -0.275
O  1.00376  -3.72068  -1.40519  -0.255
C  -0.07466  -4.65802  -1.18603  -0.241
C  -0.46849  -5.36716  -2.46291  -0.067
C  2.19163  -1.53990  -1.77102  -0.112
H  -0.92511  -4.14935  -0.72876  0.111
H  0.30614  -5.37061  -0.45812  0.123
H  -0.91962  -4.67481  -3.17307  0.072
H  -1.19096  -6.15759  -2.25802  0.084
H  0.41072  -5.79939  -2.93910  0.062
H  2.28472  -1.40923  -0.69712  0.069
H  2.16536  -0.57404  -2.26893  0.046
H  3.00198  -2.14704  -2.16528  0.085
O  2.33396  -1.57019  6.27648  -0.265
S  2.50910  -0.16138  6.12240  0.562
O  3.80129  0.38420  5.85075  -0.274
O  1.88281  0.57403  7.38376  -0.266
C  2.32870  0.14971  8.69366  -0.246
C  3.70682  0.67643  9.03918  -0.071
C  1.38064  0.45092  4.92174  -0.123
H  2.28908  -0.93822  8.75785  0.115
H  1.59034  0.54565  9.38724  0.121
H  4.47208  0.23366  8.40406  0.072
H  3.94591  0.43945  10.07537  0.084
H  3.74992  1.75655  8.90245  0.085
H  0.38786  0.06556  5.13703  0.075
H  1.72464  0.09767  3.95327  0.058
H  1.39609  1.53719  4.94947  0.077
O  4.04376  -4.93801  -5.77734  -0.270
S  2.92759  -5.81025  -5.58750  0.564
O  2.46694  -6.13188  -4.27228  -0.283
O  3.18151  -7.15643  -6.39184  -0.262
C  4.41447  -7.86613  -6.13980  -0.247
C  4.39177  -8.62778  -4.82959  -0.073
C  1.56400  -5.23182  -6.53462  -0.113
H  5.25256  -7.16935  -6.18234  0.115
H  4.52057  -8.55657  -6.97331  0.122
H  4.36184  -7.95087  -3.97735  0.070
H  5.28554  -9.24519  -4.74297  0.082
H  3.51118  -9.26704  -4.77356  0.085
H  1.90316  -5.02028  -7.54426  0.076
H  1.20621  -4.32466  -6.05065  0.071
H  0.78891  -5.99296  -6.53105  0.077

Forces on atoms 1 to 3 (eV/Å):
-0.04 0.22 0.40
-0.58 0.10 -0.49
0.69 -0.99 0.24

***

Computed, not measured: a molecular structure, C21H31HgO4, with ωB97M-V/def2-TZVPD.

Computed properties:
HOMO energy (spin up / spin down) in eV: -2.6686 / -3.2760
Orbital gap (spin up / spin down) in eV: 4.50 / 4.17
Energy above the lowest of the compared OMol25 structures with the same formula, charge and spin in eV: 0.000
DFT total energy in Eh: -1272.93903
Molecular weight in Da: 548.07
Max |F| in eV/A: 2.11
Net charge: -1

Each line ends with the natural charge from an NBO analysis.
CARTESIAN COORDINATES (ANGSTROEM)
O  0.44121  -1.00038  -0.03336  -0.524
C  -0.72362  -0.90294  -0.91502  -0.065
C  -0.02439  -1.69621  -2.02759  -0.452
H  -0.92306  0.15017  -1.14338  0.184
H  -1.61217  -1.42256  -0.53209  0.166
C  1.24230  -1.53277  -1.13859  0.271
H  -0.03332  -1.21280  -3.00868  0.199
H  -0.39105  -2.73827  -2.05786  0.196
C  2.24230  -0.52613  -1.68626  -0.635
H  1.72941  0.32403  -2.15128  0.205
H  2.84628  -1.01067  -2.46679  0.194
H  2.92322  -0.14529  -0.91798  0.239
C  1.86687  -2.79785  -0.59032  -0.631
H  1.06386  -3.48657  -0.33208  0.206
H  2.42724  -2.55138  0.31856  0.252
H  2.52248  -3.26817  -1.31365  0.187
Hg  -2.02253  3.41288  0.29829  0.252
C  0.49734  -2.10717  4.21921  -0.149
C  -0.57241  -1.17273  4.34071  -0.322
C  -1.28512  -1.16791  3.10860  -0.299
H  -0.80839  -0.55931  5.21535  0.193
C  -0.72257  -2.17278  2.27302  -0.187
C  0.39977  -2.73310  2.94608  -0.361
H  1.05673  -3.50014  2.54813  0.199
H  1.25601  -2.30304  4.97525  0.199
H  -2.13394  -0.51997  2.85725  0.191
H  -1.09714  -2.48216  1.30342  0.189
C  2.54791  0.31165  3.88272  -0.287
C  3.19624  -0.75210  3.19906  -0.301
C  3.22243  -0.43032  1.81785  -0.326
H  3.59025  -1.65461  3.65720  0.188
C  2.55797  0.81768  1.64417  -0.273
C  2.14231  1.26233  2.91989  -0.363
H  1.60078  2.18977  3.13029  0.172
H  2.37031  0.37083  4.94689  0.188
H  3.71800  -1.01268  1.04424  0.173
H  2.40509  1.32444  0.69565  0.186
O  -1.39288  1.04896  -3.64247  -0.530
C  -0.92473  0.36176  -4.84262  -0.079
C  -1.75416  0.76133  -6.08454  -0.432
H  -1.02416  -0.73196  -4.72133  0.176
H  0.14209  0.58627  -4.99943  0.182
C  -2.85208  1.70967  -5.52094  -0.433
H  -2.20105  -0.11930  -6.57806  0.209
H  -1.12482  1.29387  -6.81439  0.206
C  -2.50775  1.87434  -4.01981  -0.072
H  -3.85344  1.27900  -5.66838  0.208
H  -2.80851  2.68523  -6.02347  0.209
H  -3.36346  1.60402  -3.39173  0.179
H  -2.24844  2.91818  -3.80325  0.175
C  -0.97658  2.64337  4.01635  -0.266
O  -2.29121  3.24668  3.77940  -0.535
C  -2.70660  3.65376  2.56760  0.532
O  -3.67238  4.38892  2.44917  -0.609
H  -0.82407  1.82898  3.29842  0.230
H  -0.96341  2.28457  5.05915  0.207
H  -0.16895  3.37858  3.91342  0.187

Forces on atoms 1 to 3 (eV/Å):
-0.71 0.34 -1.35
0.46 -0.10 0.30
0.01 0.01 0.42